{
  "formula": "C26H44BCaF10N8O6S2",
  "method": "the ωB97M-V functional and the def2-TZVPD basis",
  "elements": ["Ca", "S", "S", "F", "F", "F", "F", "F", "F", "F", "F", "F", "F", "O", "O", "O", "O", "O", "O", "N", "N", "N", "N", "N", "N", "N", "N", "C", "C", "C", "C", "C", "C", "C", "C", "C", "C", "C", "C", "C", "C", "C", "C", "C", "C", "C", "C", "C", "C", "C", "C", "C", "C", "B", "H", "H", "H", "H", "H", "H", "H", "H", "H", "H", "H", "H", "H", "H", "H", "H", "H", "H", "H", "H", "H", "H", "H", "H", "H", "H", "H", "H", "H", "H", "H", "H", "H", "H", "H", "H", "H", "H", "H", "H", "H", "H", "H", "H"],
  "positions_angstrom": [[-5.012, -1.592, -2.479], [-4.094, 2.189, -7.640], [-6.471, -5.723, 1.932], [-2.551, 1.309, -0.882], [-6.822, -4.219, 4.078], [-0.794, 0.809, -1.932], [-0.418, 1.419, 0.219], [-5.046, -5.110, 4.296], [-2.248, 3.709, -6.447], [-4.257, 4.448, -6.187], [-3.240, 4.680, -8.094], [-7.012, -6.199, 4.552], [-1.706, -0.499, -0.331], [-7.878, -5.646, 1.556], [-5.633, -4.706, 1.257], [-3.253, 1.642, -8.689], [-5.408, 2.513, -8.141], [-4.116, 1.363, -6.394], [-5.876, -7.070, 1.767], [1.391, 2.561, 6.573], [0.427, -6.930, 3.532], [4.143, -0.278, -6.467], [-0.672, 1.677, 6.815], [4.429, -0.697, -4.234], [0.115, -9.096, 3.065], [0.833, 8.211, -2.260], [1.909, 7.711, -4.252], [2.409, 6.895, -3.255], [0.917, -7.688, 4.566], [3.531, -0.119, -7.794], [0.027, 2.710, 6.290], [-0.389, -10.397, 2.428], [-1.627, -10.901, 3.112], [-2.990, 2.015, 5.549], [1.642, 7.089, -2.105], [-6.270, -5.353, 3.814], [3.519, -0.670, -5.279], [0.814, -9.028, 4.275], [0.231, 0.983, 7.567], [-3.374, 3.896, -7.042], [2.096, 7.545, -5.652], [5.324, -1.456, -2.110], [0.439, -5.484, 3.492], [5.420, 0.083, -6.057], [-2.134, 1.448, 6.744], [-0.115, 8.873, -1.346], [0.839, 8.403, -3.654], [5.539, -0.128, -4.728], [4.063, -0.812, -2.769], [1.522, 1.490, 7.388], [-0.084, -7.773, 2.612], [-1.242, 7.833, -0.822], [2.377, 3.504, 6.171], [-1.335, 0.766, -0.703], [0.352, 9.304, -0.461], [5.069, -1.928, -1.161], [0.999, -5.018, 4.303], [-0.931, 6.844, -1.160], [3.198, -1.444, -2.569], [-2.185, 8.224, -1.203], [2.014, 4.531, 6.219], [-2.411, 0.411, 6.931], [-2.358, -10.098, 3.202], [-0.156, 0.221, 8.228], [1.649, 6.666, -1.111], [-0.543, -5.022, 3.591], [6.144, 0.502, -6.740], [0.195, 9.103, -4.167], [-2.579, 1.886, 7.638], [5.728, -2.274, -2.706], [1.164, 7.845, -6.130], [-3.160, 3.091, 5.515], [0.765, -5.380, 2.457], [-1.503, -11.024, 4.188], [2.763, 3.273, 5.178], [-1.334, 7.884, 0.263], [3.289, 6.291, -3.420], [6.438, 0.062, -4.161], [2.511, -1.019, -5.108], [1.429, -7.258, 5.414], [3.942, 0.228, -2.464], [-0.697, 9.631, -1.870], [-0.531, -7.352, 1.723], [-0.422, 3.463, 5.660], [2.993, 8.066, -5.988], [0.358, -11.190, 2.389], [1.158, -9.860, 4.873], [6.159, -0.794, -1.878], [-0.736, -10.024, 1.465], [3.975, -0.859, -8.460], [-2.060, -11.781, 2.635], [3.781, 0.808, -8.311], [2.319, 6.527, -5.974], [2.506, -0.464, -7.927], [3.229, 3.442, 6.848], [-3.992, 1.610, 5.688], [2.354, 1.218, 8.021], [-2.772, 1.459, 4.637]],
  "mulliken_charge": [1.873, 1.045, 1.081, -0.373, -0.239, -0.358, -0.432, -0.228, -0.212, -0.231, -0.213, -0.213, -0.395, -0.612, -0.701, -0.616, -0.615, -0.678, -0.657, 0.154, 0.116, 0.159, 0.180, 0.177, 0.090, 0.145, 0.179, -0.432, -0.314, -0.852, -0.280, -0.336, -1.135, -1.265, -0.378, 0.592, -0.233, -0.301, -0.318, 0.606, -0.862, -1.252, -0.704, -0.504, -0.419, -0.367, -0.203, -0.257, -0.236, -0.327, -0.136, -0.870, -0.846, 0.572, 0.326, 0.371, 0.276, 0.345, 0.357, 0.292, 0.355, 0.424, 0.362, 0.417, 0.425, 0.296, 0.439, 0.359, 0.331, 0.395, 0.330, 0.398, 0.328, 0.357, 0.308, 0.286, 0.455, 0.373, 0.362, 0.374, 0.285, 0.267, 0.369, 0.390, 0.335, 0.328, 0.426, 0.359, 0.258, 0.383, 0.350, 0.344, 0.368, 0.332, 0.344, 0.394, 0.388, 0.373],
  "homo_lumo_gap_ev": 2.3885,
  "fmax_ev_per_a": 5.28,
  "de_lowest_kcal_mol": 351.8,
  "charge": 3
}

{
  "formula": "C26H44BCl22F16HgN2O8S4",
  "method": "the ωB97M-V functional and the def2-TZVPD basis",
  "elements": ["Hg", "Cl", "Cl", "Cl", "Cl", "Cl", "Cl", "Cl", "Cl", "Cl", "Cl", "Cl", "Cl", "Cl", "Cl", "Cl", "Cl", "Cl", "Cl", "Cl", "Cl", "Cl", "Cl", "S", "S", "S", "S", "F", "F", "F", "F", "F", "F", "F", "F", "F", "F", "F", "F", "F", "F", "F", "F", "O", "O", "O", "O", "O", "O", "O", "O", "N", "N", "C", "C", "C", "C", "C", "C", "C", "C", "C", "C", "C", "C", "C", "C", "C", "C", "C", "C", "C", "C", "C", "C", "C", "C", "C", "C", "B", "H", "H", "H", "H", "H", "H", "H", "H", "H", "H", "H", "H", "H", "H", "H", "H", "H", "H", "H", "H", "H", "H", "H", "H", "H", "H", "H", "H", "H", "H", "H", "H", "H", "H", "H", "H", "H", "H", "H", "H", "H", "H", "H", "H"],
  "positions_angstrom": [[-4.728, 0.554, 2.931], [2.006, -10.087, 4.285], [3.547, 0.913, -6.246], [5.776, 7.646, -2.024], [1.557, 10.169, 5.736], [11.686, 2.309, 1.828], [5.920, -4.109, -2.962], [7.492, -1.177, -1.844], [0.440, -4.760, 9.961], [-8.333, -6.564, -3.391], [-0.236, -8.549, -1.365], [0.405, 6.704, -9.268], [-10.150, -0.115, -5.930], [6.839, 5.142, -0.215], [1.007, -1.697, -8.614], [-6.609, -8.416, -5.553], [0.347, -7.472, -4.674], [2.042, -2.253, 11.627], [1.252, 10.536, 2.445], [3.079, -6.817, 3.778], [9.872, -1.308, 3.524], [-1.884, 4.270, -9.407], [-6.872, -0.062, -6.696], [-8.564, 4.713, 3.247], [-5.944, 5.484, 3.664], [-1.731, 0.578, -0.817], [0.179, 1.528, 0.727], [-8.701, 5.442, 0.689], [0.692, -0.662, 2.328], [-8.663, 3.373, 0.879], [2.392, 0.741, 2.138], [-6.955, 7.308, 1.851], [0.648, 1.131, 3.358], [-5.513, 5.851, 1.062], [-4.849, 7.470, 2.353], [-5.993, -0.284, 6.581], [-3.903, 0.425, 6.729], [-1.994, -2.099, -1.037], [-0.929, -1.119, -2.722], [0.132, -1.426, -0.912], [-10.511, 4.419, 1.463], [-5.377, 0.905, 8.339], [-4.693, -1.275, 7.992], [-1.276, 1.544, -1.779], [-6.555, 6.243, 4.803], [-4.629, 4.951, 3.923], [-9.199, 3.636, 4.066], [-0.124, 2.906, 1.142], [-3.179, 0.357, -0.752], [1.036, 1.251, -0.368], [-8.987, 6.075, 3.531], [-1.194, 0.711, 0.818], [-6.835, 4.259, 3.076], [1.187, -8.720, -3.712], [11.461, 0.643, 2.524], [7.388, 5.474, -1.931], [10.016, 0.415, 3.160], [-1.742, 5.446, -8.061], [-5.953, -7.864, -3.945], [1.064, 0.612, 2.233], [-7.635, -1.235, -5.593], [-8.757, -0.495, -4.857], [4.143, -8.272, 4.200], [-1.042, -1.164, -1.391], [0.730, -3.143, 9.245], [-0.270, 5.809, -7.824], [1.324, -8.362, -2.214], [1.733, 8.842, 4.442], [6.011, -2.029, -1.251], [1.670, -0.163, -7.955], [-6.987, -7.547, -2.882], [6.167, 5.987, -2.641], [3.412, -9.325, 5.012], [-5.824, 6.671, 2.098], [6.201, -3.527, -1.294], [1.993, -2.469, 9.778], [2.906, -0.507, -7.107], [2.269, 9.258, 3.104], [-9.132, 4.462, 1.439], [-4.990, -0.043, 7.476], [3.653, -0.843, -7.827], [2.234, 8.423, 2.404], [2.847, -3.123, 9.601], [2.217, -1.533, 9.266], [4.579, -8.684, 3.290], [2.282, 7.985, 4.834], [0.682, -3.344, 8.175], [5.029, -1.841, -1.684], [-7.460, -8.508, -2.681], [-2.260, 5.039, -7.192], [-0.181, 6.462, -6.955], [2.045, -9.039, -1.756], [-5.210, -8.588, -3.611], [1.702, -7.356, -2.030], [0.722, 8.489, 4.239], [-5.422, -6.949, -4.206], [5.264, 5.398, -2.477], [0.323, 4.921, -7.605], [5.541, -4.016, -0.577], [6.273, 5.940, -3.724], [9.256, 0.664, 2.420], [0.873, 0.335, -7.404], [4.035, -10.151, 5.353], [-6.561, -7.109, -1.979], [-9.136, -1.145, -4.068], [5.936, -1.744, -0.201], [2.732, -1.270, -6.348], [-8.015, -2.071, -6.180], [-6.834, -1.659, -4.988], [10.007, 0.980, 4.092], [7.220, -3.822, -1.044], [-8.377, 0.386, -4.340], [0.644, -9.632, -3.959], [8.056, 6.334, -1.971], [3.321, 9.543, 3.133], [-2.329, 6.311, -8.369], [3.028, -8.879, 5.930], [12.188, 0.436, 3.310], [-0.069, -2.522, 9.650], [1.976, 0.419, -8.824], [2.152, -8.880, -4.193], [7.793, 4.592, -2.428], [4.961, -7.891, 4.811], [11.707, -0.100, 1.765]],
  "mulliken_charge": [0.906, -0.173, -0.196, -0.176, -0.195, -0.197, -0.192, -0.197, -0.193, -0.175, -0.187, -0.186, -0.174, -0.194, -0.201, -0.189, -0.180, -0.192, -0.179, -0.192, -0.195, -0.189, -0.185, 0.886, 0.973, 0.927, 0.963, -0.198, -0.227, -0.221, -0.219, -0.165, -0.223, -0.214, -0.171, -0.403, -0.416, -0.215, -0.222, -0.187, -0.211, -0.356, -0.387, -0.543, -0.555, -0.554, -0.555, -0.567, -0.633, -0.505, -0.464, -0.306, -0.286, -0.471, -0.531, -0.378, -0.350, -0.453, -0.436, 0.684, -0.421, -0.436, -0.367, 0.687, -0.406, -0.386, -0.356, -0.482, -0.370, -0.397, -0.388, -0.491, -0.487, 0.694, -0.460, -0.438, -0.449, -0.361, 0.677, 0.604, 0.303, 0.275, 0.284, 0.339, 0.315, 0.335, 0.312, 0.351, 0.260, 0.319, 0.292, 0.268, 0.319, 0.307, 0.304, 0.286, 0.313, 0.300, 0.295, 0.316, 0.310, 0.327, 0.324, 0.324, 0.286, 0.257, 0.327, 0.305, 0.292, 0.296, 0.318, 0.332, 0.319, 0.300, 0.304, 0.302, 0.300, 0.327, 0.295, 0.288, 0.299, 0.309, 0.281, 0.341],
  "homo_lumo_gap_ev": 2.4855,
  "fmax_ev_per_a": 4.23,
  "charge": -1
}

Calculated E_tot, -4403.14994, -15221.50429 a.u. (same order as the records).